(1)
This record from OMol25 describes a 2-piece molecular cluster, C3H8O2 overall in a non-equilibrium geometry. The level of theory is ωB97M-V with the def2-TZVPD basis set.

Output
Calculated total energy: -7334.3369 eV
SMILES: C/C=C/O.O

```
13
Properties=species:S:1:pos:R:3:forces:R:3:nbo_charge:R:1
C 1.380116 -1.388401 0.217064 -0.6145 -1.8125 -0.5418 -0.65
C 0.746362 -0.819461 -1.044269 0.6212 0.6369 1.4267 -0.26
C -0.556854 -0.817839 -1.278372 1.1843 -0.4058 -0.3009 0.12
O -1.069528 -0.207270 -2.387642 -1.3260 0.6809 0.5128 -0.72
H 0.885694 -2.340971 0.470564 0.0361 0.0369 -0.2777 0.21
H 2.407812 -1.698564 -0.021268 -0.1333 0.5042 0.5384 0.22
H 1.248882 -0.871103 1.166303 0.4939 0.7838 -0.3463 0.22
H 1.450642 -0.253611 -1.657601 -0.4684 -0.1711 -0.2568 0.20
H -1.235750 -1.323558 -0.592203 -0.2545 0.2425 -0.3026 0.17
H -0.798082 -0.591224 -3.208664 0.4600 -0.4931 -0.4461 0.49
O -1.607881 3.670181 3.013671 -0.2839 0.3296 -0.0564 -0.96
H -1.871491 3.670712 2.072436 0.6717 -0.5400 0.8476 0.48
H -0.979924 2.971115 3.249981 -0.3867 0.2077 -0.7967 0.48
```
Forces are in eV/Å.


(2)
This record from OMol25 describes a 2-piece molecular cluster, C3H8O2 overall. The level of theory is ωB97M-V with the def2-TZVPD basis set.

Output
Calculated total energy: -7335.1350 eV
SMILES: O=CO.CC

```
13
Properties=species:S:1:pos:R:3:forces:R:3:nbo_charge:R:1
O 1.578949 -0.812672 -0.978454 0.0203 -0.1803 0.1437 -0.53
C 0.675049 -0.716009 -1.744622 0.1795 -0.2725 0.4004 0.64
O 0.118903 0.472392 -2.031042 0.2465 0.6412 0.6146 -0.70
H 0.167520 -1.581689 -2.187302 0.0427 -0.0614 -0.3004 0.10
H -0.003654 0.602672 -2.962216 -0.4900 -0.1252 -0.8501 0.49
C -1.213788 0.915271 2.778005 0.0084 -0.1210 0.7313 -0.61
C -0.756696 0.021795 1.634563 -0.5857 -0.1418 -0.5164 -0.62
H -2.277286 0.774022 2.985577 0.0981 -0.4277 0.2078 0.20
H -0.622953 0.738451 3.677806 -0.2464 -0.0953 0.1675 0.20
H -1.180006 1.994841 2.621377 0.5155 -0.0639 -0.5870 0.20
H -0.985845 -1.045092 1.724349 -0.4031 0.1394 0.6397 0.20
H 0.311315 -0.026132 1.432463 0.0343 0.7691 -0.1552 0.22
H -1.355682 0.342644 0.780218 0.5799 -0.0605 -0.4961 0.20
```
Forces are in eV/Å.


(3)
This record from OMol25 describes a 2-piece molecular cluster, C3H8O2 overall in a non-equilibrium geometry. The level of theory is ωB97M-V with the def2-TZVPD basis set.

Output
Calculated total energy: -7333.9588 eV
SMILES: C1COC1.O

```
13
Properties=species:S:1:pos:R:3:forces:R:3:nbo_charge:R:1
C -0.101250 -0.934388 -0.882870 -0.1344 -0.2162 -0.1260 -0.46
C -0.815305 -0.336573 0.327498 -0.5530 -0.6990 -0.1751 -0.07
O 0.480739 0.128100 0.850817 0.1902 -0.1925 -0.2863 -0.56
C 1.192635 -0.710277 -0.116710 -0.0671 -0.0232 0.1005 -0.06
H -0.159723 -0.265912 -1.748215 -0.1175 -0.2127 0.1660 0.22
H -0.358314 -1.948406 -1.156729 -0.0108 -0.1852 -0.1602 0.21
H -1.667290 0.333910 0.056500 1.3476 0.2250 0.6058 0.22
H -1.182813 -1.011792 1.096700 -0.1363 -0.5222 -0.2654 0.17
H 1.600193 -1.593248 0.389996 -0.0795 0.1412 -0.0888 0.18
H 1.990281 -0.201937 -0.675497 -0.1995 0.1011 0.4289 0.19
O -0.413018 2.329363 0.249555 0.0008 0.9866 0.1224 -0.98
H -0.792779 2.578510 1.098038 -0.0883 0.2477 -0.1185 0.46
H 0.226640 1.632650 0.510921 -0.1521 0.3494 -0.2034 0.48
```
Forces are in eV/Å.


(4)
This record from OMol25 describes a 2-piece molecular cluster, C3H8O2 overall in a non-equilibrium geometry. The level of theory is ωB97M-V with the def2-TZVPD basis set.

Output
Calculated total energy: -7333.4479 eV

```
13
Properties=species:S:1:pos:R:3:forces:R:3:nbo_charge:R:1
C -0.071845 -0.169372 -0.317091 0.4012 1.3866 -0.2981 0.68
C -1.401520 0.466598 -0.080378 0.1546 0.1259 -0.1000 -0.67
C 0.554604 -1.005898 0.690241 1.5738 0.7182 0.8299 -0.80
O 1.249865 1.192881 0.220914 -0.7838 -0.1828 -0.6014 -1.04
O 0.159486 -0.402973 -1.615827 -0.0068 0.1163 0.3499 -0.66
H 1.028232 -0.813859 -1.725937 -0.0482 0.0124 0.0934 0.49
H 1.354299 2.138426 0.054127 -0.3576 0.0386 -0.3150 0.46
H -2.182441 -0.291971 -0.187423 0.0765 -0.0285 -0.0116 0.23
H -1.574385 1.252389 -0.812034 -0.0333 0.0173 0.0403 0.23
H -1.437437 0.871418 0.927043 0.0038 0.0119 -0.0310 0.24
H 0.933410 -1.954954 0.317801 -0.0244 0.0055 0.0280 0.22
H -0.012614 -1.100950 1.610854 -0.2111 -0.1624 -0.1299 0.23
H 1.400347 -0.181736 0.917712 -0.7447 -2.0591 0.1457 0.38
```
Forces are in eV/Å.


(5)
This record from OMol25 describes a single C3H8O2 molecule in a non-equilibrium geometry. The level of theory is ωB97M-V with the def2-TZVPD basis set.

Output
Calculated total energy: -7332.8367 eV

```
13
Properties=species:S:1:pos:R:3:forces:R:3:nbo_charge:R:1
C -1.595464 0.317097 0.333904 -0.1674 -0.3465 -0.5657 -0.64
C -0.378116 -0.546174 -0.198849 -0.3411 0.6162 0.9134 0.05
O -0.076267 -0.526174 -1.521826 1.1715 -0.0729 -0.0082 -0.83
C 0.708884 0.184360 0.504952 1.8452 -0.2804 -0.5707 -0.01
O 2.100230 -0.376925 -0.416541 -1.1999 0.6084 0.8437 -0.77
H -1.548283 1.363647 0.001148 0.0881 -0.3230 -0.0361 0.21
H -1.740286 0.302436 1.432922 0.2936 -0.1873 -0.5130 0.21
H -2.460190 -0.150629 -0.121779 -0.3975 0.1265 0.0062 0.23
H -0.546411 -1.563801 0.225485 0.2640 0.2716 -0.1272 0.14
H 1.307920 -0.551899 -1.251394 -1.7347 -0.0590 -0.2350 0.51
H 0.737414 1.230512 0.216886 0.0332 -0.0335 0.1215 0.19
H 0.794652 -0.004964 1.582264 0.7591 -0.0753 -0.4630 0.21
H 2.677066 0.334640 -0.768065 -0.6142 -0.2448 0.6341 0.50
```
Forces are in eV/Å.


(6)
This record from OMol25 describes a 2-piece molecular cluster, C3H8O2 overall in a non-equilibrium geometry. The level of theory is ωB97M-V with the def2-TZVPD basis set.

Output
Calculated total energy: -7333.6713 eV
SMILES: C=O.CCO

```
13
Properties=species:S:1:pos:R:3:forces:R:3:nbo_charge:R:1
C -1.940733 2.385731 0.006590 1.0254 -3.7896 0.9321 0.25
O -1.786284 1.216558 0.413925 -0.7382 3.1494 -0.8362 -0.51
H -2.584871 3.078598 0.568207 0.0891 0.1419 -0.2842 0.13
H -1.373892 2.661306 -0.903854 -0.4041 0.4319 0.2556 0.13
C 0.176096 -1.734633 -0.158879 -0.1381 0.2427 2.0994 -0.66
C 1.279320 -0.821203 0.415729 0.7423 1.3054 -1.9036 -0.08
O 1.214978 0.459382 -0.435362 0.2225 -1.8870 1.6368 -0.74
H -0.720999 -1.117932 0.128042 0.3765 -0.7861 -1.4414 0.25
H 0.065138 -2.628597 0.491319 0.2705 0.2059 -0.4410 0.20
H 0.347860 -2.081988 -1.213666 -0.4163 0.8345 1.0243 0.22
H 1.127975 -0.367487 1.392110 -0.3662 -0.8346 0.2589 0.19
H 2.337533 -1.257017 0.369241 -1.3902 0.6201 0.0012 0.16
H 1.857881 0.207282 -1.073401 0.7268 0.3656 -1.3019 0.45
```
Forces are in eV/Å.


Orbital gap
In order: 9.92, 11.59, 11.20, 10.33, 9.17, 10.85
Unit: eV
Relative energy (zero: lowest compared OMol25 entry of this formula, charge and spin)
In order: 1.714, 0.916, 2.092, 2.603, 3.214, 2.379
Unit: eV